Version i
A single C10H16N2O3 molecule, computed with ωB97M-V/def2-TZVPD.

Each atom is followed by the atoms it is bonded to, with distances in Å.
Cartesian coordinates (Å):
1 C -0.705 0.649 -1.050  C2 1.573, C3 1.570, H12 1.085, N27 1.514
2 C -0.165 1.487 0.166  C1 1.573, N28 1.352, O29 1.295
3 C 0.125 0.531 -2.377  C1 1.570, C4 1.591, H13 1.100, H14 1.147
4 C -0.921 0.140 -3.510  C3 1.591, C5 1.571, H15 1.040, H16 1.157
5 C -2.190 0.907 -2.991  C4 1.571, H17 1.052, H18 1.080, N27 1.473
6 C 1.037 -0.660 0.743  C7 1.570, C8 1.579, H19 1.054, N28 1.458
7 C 0.199 -1.985 0.828  C6 1.570, O30 1.221, O31 1.349
8 C 2.255 -0.696 1.748  C6 1.579, C9 1.558, H20 1.093, H21 1.150
9 C 1.505 -0.261 3.042  C8 1.558, C10 1.577, H22 1.115, H23 1.089
10 C 0.638 0.938 2.496  C9 1.577, H24 1.174, H25 1.127, N28 1.533
11 H -2.740 0.809 -0.992  N27 0.983
12 H -0.795 -0.333 -0.599  C1 1.085
13 H 0.898 -0.240 -2.236  C3 1.100
14 H 0.511 1.597 -2.545  C3 1.147
15 H -0.512 0.451 -4.414  C4 1.040
16 H -1.108 -1.001 -3.504  C4 1.157
17 H -3.119 0.435 -3.137  C5 1.052
18 H -2.310 1.862 -3.483  C5 1.080
19 H 1.439 -0.835 -0.216  C6 1.054
20 H 2.881 0.086 1.311  C8 1.093
21 H 2.773 -1.722 1.734  C8 1.150
22 H 2.074 0.106 3.929  C9 1.115
23 H 0.841 -1.041 3.411  C9 1.089
24 H 1.070 2.029 2.458  C10 1.174
25 H -0.375 0.837 2.981  C10 1.127
26 H 0.537 -3.747 0.098  O31 0.975
27 N -2.028 1.187 -1.554  C1 1.514, C5 1.473, H11 0.983
28 N 0.328 0.580 1.038  C2 1.352, C6 1.458, C10 1.533
29 O -0.165 2.780 0.256  C2 1.295
30 O -0.957 -2.097 1.204  C7 1.221
31 O 1.019 -2.928 0.320  C7 1.349, H26 0.975

Summary:
- SMILES = O=C(O)[C@@H]1CCCN1C(=O)[C@@H]1CCCN1
- HOMO (eV) = -8.570
- net charge = 0
- Kohn-Sham gap (eV) = 8.9

Version ii
A single C10H16N2O3 molecule, computed with ωB97M-V/def2-TZVPD.

Each atom is followed by the atoms it is bonded to, with distances in Å.
Cartesian coordinates (Å):
1 C -1.355 -1.169 -0.216  C2 1.492, C3 1.574, H12 1.026, N27 1.395
2 C 0.117 -1.099 -0.448  C1 1.492, N28 1.322, O29 1.183
3 C -2.057 -0.221 -1.258  C1 1.574, C4 1.576, H13 1.173, H14 1.127
4 C -3.414 -0.015 -0.483  C3 1.576, C5 1.592, H15 1.120, H16 1.077
5 C -3.079 -0.258 1.054  C4 1.592, H17 1.074, H18 1.147, N27 1.445
6 C 2.112 -0.125 -0.683  C7 1.435, C8 1.587, H19 1.067, N28 1.431
7 C 2.884 -1.065 0.078  C6 1.435, O30 1.221, O31 1.349
8 C 2.706 1.323 -0.423  C6 1.587, C9 1.465, H20 1.068, H21 1.028
9 C 1.795 1.932 0.549  C8 1.465, C10 1.471, H22 1.097, H23 1.191
10 C 0.467 1.354 0.295  C9 1.471, H24 1.033, H25 1.096, N28 1.466
11 H -1.554 -1.506 1.753  N27 1.029
12 H -1.502 -2.176 -0.348  C1 1.026
13 H -1.295 0.647 -1.465  C3 1.173
14 H -2.322 -0.525 -2.310  C3 1.127
15 H -4.098 -0.821 -0.855  C4 1.120
16 H -3.942 0.893 -0.726  C4 1.077
17 H -3.062 0.703 1.532  C5 1.074
18 H -3.811 -0.889 1.670  C5 1.147
19 H 2.198 -0.298 -1.732  C6 1.067
20 H 2.582 1.798 -1.371  C8 1.068
21 H 3.721 1.332 -0.263  C8 1.028
22 H 1.788 3.027 0.473  C9 1.097
23 H 2.127 1.566 1.632  C9 1.191
24 H -0.003 1.919 -0.432  C10 1.033
25 H -0.109 1.270 1.224  C10 1.096
26 H 3.043 -1.928 1.645  O31 0.946
27 N -1.724 -0.760 1.065  C1 1.395, C5 1.445, H11 1.029
28 N 0.733 0.068 -0.357  C2 1.322, C6 1.431, C10 1.466
29 O 0.706 -2.104 -0.653  C2 1.183
30 O 4.015 -1.429 -0.199  C7 1.221
31 O 2.332 -1.445 1.250  C7 1.349, H26 0.946

Summary:
- SMILES = O=C(O)[C@@H]1CCCN1C(=O)[C@@H]1CCCN1
- HOMO (eV) = -8.793
- net charge = 0
- Kohn-Sham gap (eV) = 9.5

Energy relative to the most stable one, in eV: version i 0.173; version ii 0.000